A single C5H13NO2 molecule in a non-equilibrium geometry. Source: OMol25; level of theory: ωB97M-V/def2-TZVPD.

## Properties
Structure (SMILES): N[C@@H](CO)CCCO
HOMO level: -9.11 eV
Kohn-Sham gap: 10.0 eV
Energy relative to the best compared isomer or geometry (same formula, charge and spin): 1.636 eV

Geometry as XYZ:
```
21
Properties=species:S:1:pos:R:3:forces:R:3
N 1.31253 -1.71541 0.79537 0.54 0.22 -0.43
C 0.41395 -0.56857 0.72939 -0.50 -0.56 0.29
C 0.47047 0.36607 1.93379 -0.20 -0.62 0.29
O -0.30800 -0.25883 2.97827 0.54 0.23 0.34
C 0.62958 0.13322 -0.61870 0.04 -0.45 1.90
C -0.49409 1.09341 -0.97608 -0.06 -0.31 -0.63
C -1.48996 0.37383 -1.85776 -0.28 0.29 -1.07
O -0.86803 0.24703 -3.14425 0.23 -0.57 -0.24
H 1.26740 -2.26303 1.64156 -0.15 0.22 0.20
H 2.27007 -1.40717 0.64071 -0.08 -0.22 0.16
H -0.58390 -1.01021 0.80522 -0.25 0.18 -0.34
H 0.01688 1.33040 1.70158 0.25 0.16 0.01
H 1.50522 0.45336 2.28100 0.00 0.35 -0.20
H 0.07903 -0.00090 3.83049 -0.32 -0.13 -0.42
H 0.73305 -0.67141 -1.32551 -0.14 -0.10 -0.63
H 1.63008 0.54812 -0.51015 0.06 0.68 -0.38
H -0.08516 1.89398 -1.56778 0.05 0.52 -0.30
H -1.04564 1.55924 -0.16126 0.30 -0.19 0.41
H -2.39670 0.95005 -2.05511 -0.15 0.13 0.59
H -1.77468 -0.59865 -1.45366 0.07 -0.10 0.11
H -1.28209 -0.45454 -3.66711 0.05 0.27 0.34
```
Positions in Å, forces in eV/Å.

2 unconnected molecules or ions with the total composition C5H12N2Si in a non-equilibrium geometry. Source: OMol25; level of theory: ωB97M-V/def2-TZVPD.

## Properties
HOMO level (alpha / beta): -9.12 / -9.95 eV
⟨S²⟩: 2.025
Kohn-Sham gap (alpha / beta): 9.8 / 7.1 eV
Energy relative to the best compared isomer or geometry (same formula, charge and spin): 0.000 eV
2S+1: 3

Geometry as XYZ:
```
20
Properties=species:S:1:pos:R:3:forces:R:3
C -2.61497 -0.82546 0.26276 2.38 0.87 -0.28
C 1.31367 -2.92146 -0.83968 -0.63 -2.23 2.92
C -0.51676 2.09038 -1.12000 -1.33 1.43 1.12
C 1.42404 0.01988 -0.03172 -0.19 2.19 -1.68
C -0.38003 1.58614 1.85197 -1.46 0.37 -1.53
N -3.61857 -1.20357 0.70913 -3.00 -1.06 0.93
N -1.47734 -0.49121 -0.09511 -0.33 -0.73 -0.88
Si -0.33384 0.72738 0.17993 2.08 1.57 -0.33
H 1.27360 -2.78532 -1.87706 0.25 0.37 -1.42
H 1.95907 -3.83246 -0.53437 -0.86 1.62 -0.64
H 0.27051 -3.16897 -0.48865 0.91 0.14 -0.44
H 0.40178 2.71567 -1.06785 -0.34 -0.71 -0.55
H -0.76191 1.62530 -2.05443 0.49 0.04 -0.87
H -1.35398 2.87142 -0.95840 1.02 -1.44 0.13
H 1.57557 -2.03271 -0.25187 0.32 -0.30 -0.52
H 2.17208 0.42140 -0.81506 -1.46 -0.93 1.07
H 1.88929 -0.04994 0.90932 0.85 -0.56 1.15
H -1.46799 1.57138 2.17016 1.39 0.24 0.11
H 0.29395 1.05817 2.49413 0.18 0.12 0.84
H -0.04815 2.62400 1.55680 -0.29 -0.99 0.88
```
Positions in Å, forces in eV/Å.

14 unconnected molecules or ions with the total composition H28O14 in a non-equilibrium geometry. Source: OMol25; level of theory: ωB97M-V/def2-TZVPD.

## Properties
HOMO level: -9.71 eV
Kohn-Sham gap: 9.0 eV
Energy relative to the best compared isomer or geometry (same formula, charge and spin): 2.496 eV

Geometry as XYZ:
```
42
Properties=species:S:1:pos:R:3:forces:R:3
O 0.35059 3.97911 -1.82951 0.99 -0.63 0.92
H -0.32558 4.18249 -2.46195 -0.41 -0.31 -0.50
H 0.56570 3.01938 -1.80503 -0.60 1.11 -0.44
O 0.11372 -0.34031 -0.14849 -1.17 -0.64 0.44
H 0.65726 0.46992 -0.30337 -1.21 -0.36 1.23
H -0.41065 -0.42612 0.72116 1.47 1.23 -1.69
O -0.83914 1.27518 -2.65656 -0.02 -0.23 0.11
H -1.06395 1.72934 -3.48370 -0.18 -0.59 0.19
H -1.10983 0.34400 -2.65053 -0.36 0.34 -0.58
O -3.28730 -0.51630 1.12690 -0.92 -0.84 1.90
H -2.57439 -0.95616 1.61864 -0.12 0.05 -0.59
H -2.89258 -0.14301 0.37567 0.66 1.19 -1.78
O -1.22608 1.40598 2.38573 -0.21 -0.31 0.18
H -0.88238 1.92130 1.65144 -0.09 -0.11 -0.15
H -2.07290 1.02740 2.08887 0.20 0.31 -0.11
O -1.62174 -1.84874 2.67333 -0.28 1.25 1.12
H -1.99495 -2.65135 2.35124 -0.15 -1.43 -0.53
H -2.34156 -1.47598 3.22770 0.81 -0.28 0.00
O 3.65886 -0.28362 -1.19294 1.69 -0.11 -0.86
H 3.33399 -0.44375 -0.30598 -0.17 -0.22 0.26
H 3.01528 0.18662 -1.71104 -0.44 0.12 0.29
O 1.07173 2.07221 0.50625 0.04 0.87 0.86
H 1.28722 2.64453 1.26645 -0.52 -0.53 0.02
H 1.83796 2.27160 -0.01474 0.89 -0.05 -1.01
O -2.52313 1.62582 -0.49759 0.47 0.46 0.11
H -2.32060 2.47030 -0.02757 -0.01 -1.07 -0.86
H -1.78853 1.39840 -1.11466 -0.61 1.03 0.81
O -0.39243 -2.36809 -1.88812 -0.50 -0.15 -1.51
H -0.58116 -2.10157 -2.80427 0.11 -0.62 0.36
H -0.32351 -1.53428 -1.43449 0.41 0.89 0.77
O 2.51097 -0.82632 0.99158 -0.57 -0.59 1.02
H 1.63941 -0.61836 0.62741 0.17 -0.05 -0.01
H 2.28944 -1.62211 1.49874 0.55 0.21 0.35
O 1.22841 -2.16113 3.38932 0.11 -0.14 -1.75
H 1.03192 -2.05280 4.29038 0.04 0.16 2.05
H 0.36846 -1.96209 3.00118 -0.13 -0.15 -0.33
O 0.08980 -3.53703 0.58223 -0.31 0.20 0.44
H -0.19545 -2.90295 -0.08942 0.30 -0.54 -0.05
H 1.04599 -3.45656 0.63968 0.00 0.00 -0.11
O 1.75899 0.88834 -2.59631 -0.71 0.20 -0.40
H 0.76948 0.80242 -2.58812 1.35 0.15 -0.57
H 2.14268 0.51432 -3.40951 -0.55 0.18 0.41
```
Positions in Å, forces in eV/Å.

A single C4H8O4 molecule in a non-equilibrium geometry. Source: OMol25; level of theory: ωB97M-V/def2-TZVPD.

## Properties
Structure (SMILES): C[C@H]1COC(O)(O)O1
HOMO level: -10.29 eV
Kohn-Sham gap: 11.1 eV
Energy relative to the best compared isomer or geometry (same formula, charge and spin): 1.513 eV

Geometry as XYZ:
```
16
Properties=species:S:1:pos:R:3:forces:R:3
C 1.57740 -1.04950 -0.02034 -0.22 0.25 0.22
C 0.90175 0.18782 0.55863 0.25 -0.05 -0.27
C 0.55171 1.24453 -0.50584 0.10 0.10 0.40
O -0.78487 0.94679 -0.86373 -0.55 -0.22 0.93
C -1.33361 0.07214 0.14002 0.70 0.66 -1.04
O -2.45804 0.64610 0.67124 -0.25 0.32 0.01
O -1.61276 -1.11076 -0.51317 -0.71 -0.36 -0.49
O -0.37946 -0.12202 1.10849 0.01 -0.07 0.03
H 1.68636 -1.80372 0.75425 0.05 -0.08 0.05
H 2.56054 -0.78465 -0.40152 0.12 -0.01 -0.06
H 0.97083 -1.46383 -0.82082 -0.01 -0.03 -0.11
H 1.48859 0.60234 1.38234 -0.03 0.00 -0.15
H 1.18209 1.17105 -1.39391 -0.02 0.01 0.08
H 0.59937 2.25963 -0.09543 0.07 -0.09 -0.06
H -2.84238 0.03413 1.31336 0.12 0.00 -0.14
H -2.10751 -0.83004 -1.31357 0.36 -0.43 0.60
```
Positions in Å, forces in eV/Å.